17
Properties=species:S:1:pos:R:3 method="wB97M-V/def2-TZVPD" relative_energy_ev=2.261 energy_ha=-1295.7054
C -0.36159 -0.80894 -1.51139
C 0.32135 2.15833 0.64282
C 0.76217 -1.77559 -0.96605
C -0.34061 1.37275 -0.30286
C 1.04820 -0.57384 -0.03867
C -1.00619 -0.04959 1.50422
N 0.14122 0.26733 -0.78186
O -1.27345 -0.94690 -2.25071
O -0.11364 3.09294 1.22150
S 0.46369 -0.70649 1.77780
Cl -2.26118 -0.93017 0.70194
H 1.28736 1.58977 0.87869
H 0.56748 -2.86805 -0.59295
H 1.49763 -1.77531 -1.77559
H -1.25526 1.65591 -0.73979
H 2.01027 -0.28373 -0.02412
H -1.48744 0.58160 2.25702